Record 1
C5H3FO | wB97M-V/def2-TZVPD

XYZ file:
```
10
Properties=species:S:1:pos:R:3
C -1.905 -0.547 -0.106
C 0.881 -0.761 0.481
C 0.339 0.947 -0.416
C -0.598 -0.232 0.009
C 1.819 0.525 0.110
O -3.023 -0.739 -0.012
F -0.161 2.121 0.107
H 1.029 -1.010 1.465
H 1.273 -1.539 -0.214
H 0.344 1.235 -1.423
```

* ΔE to the lowest compared entry with this formula, charge and spin: 133.5 kcal per mole
* net charge: 0
* HOMO level: -9.217 eV
* frontier orbital gap: 0.29201 Eh


Record 2
C5H4BiO2 | wB97M-V/def2-TZVPD

XYZ file:
```
12
Properties=species:S:1:pos:R:3
O 2.355 -1.653 0.928
C 1.288 -1.767 0.578
C 0.001 -1.905 0.103
C -0.738 -0.784 -0.078
C -1.811 -0.054 -0.026
H -0.396 -2.925 0.061
H -2.114 0.411 0.917
H -2.214 0.385 -0.944
C 0.592 1.723 -0.582
O 1.720 1.811 -0.043
Bi 0.750 3.492 0.685
H 0.567 1.266 -1.598
```

* ΔE to the lowest compared entry with this formula, charge and spin: 17.0 kcal per mole
* net charge: +3
* HOMO level: -22.988 eV
* frontier orbital gap: 0.22223 Eh


Record 3
C5H14 | wB97M-V/def2-TZVPD

XYZ file:
```
19
Properties=species:S:1:pos:R:3
C 1.171 -0.906 0.286
C 2.169 -1.657 1.296
C 1.304 -0.870 -1.285
H 1.004 0.308 0.204
H 0.235 -1.380 0.480
H 3.178 -1.256 1.257
H 1.607 -1.623 2.277
H 0.270 -0.528 -1.548
H 2.575 -2.619 0.971
H 1.682 -1.824 -1.718
H 1.885 -0.020 -1.592
C -1.725 1.342 -0.763
C -2.541 1.780 0.603
H -2.299 0.701 -1.449
H -1.382 2.140 -1.387
H -0.996 0.621 -0.477
H -3.162 2.600 0.369
H -3.078 1.093 1.167
H -1.896 2.098 1.311
```

* 2S+1: 2
* ΔE to the lowest compared entry with this formula, charge and spin: 44.3 kcal per mole
* net charge: +1
* HOMO level (alpha / beta): -15.428 / -15.369 eV
* frontier orbital gap (alpha / beta): 0.44864 / 0.18010 Eh
* expectation value of S²: 0.75


Record 4
C7H12N2 | wB97M-V/def2-TZVPD

XYZ file:
```
21
Properties=species:S:1:pos:R:3
C 2.485 0.729 -0.177
C 0.167 0.172 -1.016
C -0.527 0.567 0.225
C -1.117 -0.710 0.807
N -0.695 -0.167 -2.064
N -0.240 -1.760 1.017
C 1.494 0.269 -1.195
C -0.496 1.714 0.879
C -2.380 -0.718 1.241
H -0.276 -0.707 -2.807
H -1.597 -0.518 -1.782
H -0.657 -2.646 1.252
H 0.543 -1.827 0.387
H 1.892 0.065 -2.182
H -0.096 2.602 0.417
H -0.949 1.806 1.854
H -2.805 -1.581 1.726
H -2.996 0.159 1.182
H 3.326 0.035 -0.119
H 2.893 1.704 -0.451
H 2.031 0.811 0.807
```

* ΔE to the lowest compared entry with this formula, charge and spin: 25.4 kcal per mole
* net charge: 0
* HOMO level: -7.968 eV
* frontier orbital gap: 0.33042 Eh
* structure (SMILES): C=C(N)C(=C)/C(N)=C\C


Record 5
C18H19N5O3S | wB97M-V/def2-TZVPD

XYZ file:
```
46
Properties=species:S:1:pos:R:3
O 0.428 -6.823 -3.189
O 2.176 3.944 1.860
O 1.749 2.629 3.930
N -2.317 -4.517 -1.110
N 0.066 1.319 -1.933
C 0.240 -5.764 -2.650
C 0.381 -0.710 1.754
C 0.783 0.369 2.576
C -2.530 -3.719 0.020
C -0.373 0.051 -1.961
C -1.336 -4.228 -1.990
C 0.536 1.949 -0.883
C -1.845 -2.514 0.158
C -0.814 -2.952 -2.061
C 0.208 -0.147 0.339
C -1.023 -2.092 -0.912
C -0.349 -0.733 -0.836
C 0.568 1.182 0.347
N -0.989 -5.231 -2.779
N 1.184 3.659 -2.708
N 1.013 1.458 1.714
C 1.337 -5.039 -1.861
C 1.139 3.368 -1.208
C -0.547 4.673 3.966
C -0.397 5.340 2.569
C -0.278 3.776 2.790
S 1.279 3.022 2.560
H 0.294 -1.675 2.138
H 0.982 0.286 3.622
H -3.341 -3.861 0.736
H -0.862 -0.402 -2.847
H -1.915 -1.743 0.922
H -0.235 -2.742 -2.878
H -1.663 -5.875 -3.040
H 0.271 3.683 -3.185
H 1.732 2.900 -3.061
H 1.192 -5.169 -0.745
H 1.412 -4.028 -2.255
H 2.332 -5.445 -2.069
H 2.146 3.298 -0.811
H 0.605 4.171 -0.608
H -1.624 4.924 4.265
H 0.254 4.816 4.674
H -1.402 5.577 2.010
H 0.560 5.907 2.292
H -1.031 3.108 2.336
```

* ΔE to the lowest compared entry with this formula, charge and spin: 127.4 kcal per mole
* net charge: 0
* HOMO level: -8.862 eV
* frontier orbital gap: 0.31993 Eh
* structure (SMILES): CC(=O)Nc1cc(-c2cnc(CN)c3c2ccn3S(=O)(=O)C2CC2)ccn1


Record 6
C36H33BCl3FMgN9O4 | wB97M-V/def2-TZVPD

XYZ file:
```
88
Properties=species:S:1:pos:R:3
Mg -0.351 1.238 -0.914
C -0.913 4.939 -1.968
C -1.760 4.306 -0.915
C -2.991 4.749 -0.412
C -3.309 3.841 0.577
N -2.318 2.937 0.655
N -1.378 3.204 -0.280
B -2.218 1.692 1.578
N -2.735 0.487 0.776
C -3.786 -0.334 0.930
C -3.805 -1.215 -0.137
C -2.695 -0.861 -0.912
C -2.154 -1.494 -2.150
N -2.080 0.180 -0.361
N -0.737 1.462 1.988
C -0.271 1.385 3.249
C 1.096 1.225 3.199
C 1.402 1.216 1.830
C 2.740 1.105 1.180
N 0.292 1.336 1.117
N -3.018 1.959 2.846
C -3.008 3.097 3.582
C -3.549 2.816 4.812
C -3.863 1.442 4.753
C -4.470 0.582 5.811
N -3.530 0.939 3.578
H -1.530 5.483 -2.684
H -0.216 5.652 -1.525
H -0.322 4.198 -2.505
H -3.558 5.612 -0.719
H -4.166 3.778 1.225
H -4.407 -0.254 1.802
H -4.493 -2.023 -0.309
H -2.657 -2.439 -2.353
H -2.290 -0.849 -3.021
H -1.086 -1.687 -2.031
H -0.944 1.434 4.089
H 1.779 1.123 4.024
H 3.380 0.424 1.744
H 2.642 0.739 0.160
H 3.236 2.077 1.147
H -2.597 4.013 3.191
H -3.703 3.498 5.630
H -4.986 1.189 6.554
H -5.184 -0.116 5.377
H -3.705 -0.001 6.326
Cl -2.890 2.380 -8.184
C -2.331 2.243 -6.568
C -3.274 2.098 -5.543
C -2.837 1.982 -4.254
Cl -3.917 1.839 -2.943
C -1.422 1.997 -3.927
O -1.032 1.858 -2.762
C -0.503 2.188 -5.036
Cl 1.149 2.241 -4.657
C -0.957 2.295 -6.324
H -4.329 2.083 -5.777
H -0.267 2.417 -7.146
C 5.710 -3.672 -2.127
C 4.922 -4.181 -0.933
C 5.813 -4.317 0.297
C 5.043 -4.990 1.419
C 3.730 -4.296 1.653
C 3.089 -4.407 2.869
C 1.890 -3.746 3.095
F 1.312 -3.880 4.308
C 1.299 -2.970 2.137
C 1.931 -2.846 0.896
C 1.286 -1.984 -0.120
O 0.146 -1.565 0.049
C 2.112 -1.721 -1.275
C 3.247 -2.442 -1.464
N 3.772 -3.325 -0.586
C 3.145 -3.498 0.649
C 1.771 -0.642 -2.293
O 2.192 -0.742 -3.439
O 1.111 0.347 -1.809
H 6.567 -4.328 -2.271
H 6.083 -2.660 -1.956
H 5.134 -3.680 -3.051
H 4.523 -5.173 -1.176
H 6.149 -3.320 0.599
H 6.699 -4.898 0.037
H 5.623 -4.999 2.343
H 4.861 -6.036 1.154
H 3.523 -4.997 3.668
H 0.368 -2.446 2.307
H 3.782 -2.292 -2.391
```

* 2S+1: 2
* ΔE to the lowest compared entry with this formula, charge and spin: 7.7 kcal per mole
* net charge: 0
* HOMO level (alpha / beta): -7.813 / -7.812 eV
* frontier orbital gap (alpha / beta): 0.29364 / 0.17870 Eh
* expectation value of S²: 0.79


Record 7
C5H15NO | wB97M-V/def2-TZVPD

XYZ file:
```
22
Properties=species:S:1:pos:R:3
C 1.086 0.400 -0.779
C 0.500 -0.548 0.353
C -0.565 -1.571 -0.085
C -0.180 0.428 1.374
C -0.443 -0.207 2.733
N 0.836 0.170 -2.213
H 0.567 1.441 -0.780
H 2.287 0.414 -0.678
H 1.396 -1.088 0.907
H -0.133 -2.298 -0.789
H -0.959 -2.008 0.910
H -1.463 -1.208 -0.484
H -1.169 0.945 1.001
H 0.538 1.209 1.511
H 0.465 -0.910 2.991
H -0.316 0.522 3.546
H -1.205 -0.904 2.833
H 1.711 0.135 -2.618
H 0.404 -0.808 -2.368
H -0.506 1.973 -2.880
H -1.476 1.653 -1.864
O -1.375 2.261 -2.620
```

* ΔE to the lowest compared entry with this formula, charge and spin: 51.3 kcal per mole
* net charge: 0
* HOMO level: -9.635 eV
* frontier orbital gap: 0.38430 Eh
* structure (SMILES): CC[C@@H](C)CN.O


Record 8
C30H27BBrN5O5S2TeY | wB97M-V/def2-TZVPD

XYZ file:
```
73
Properties=species:S:1:pos:R:3
Y 0.261 0.133 -0.128
N -0.636 4.253 1.987
C -0.008 3.051 1.706
S 0.942 2.989 0.279
N -0.238 2.084 2.542
N 0.378 0.866 2.227
C 0.875 0.291 3.260
C 1.552 -0.977 3.287
C 2.135 -1.390 4.495
C 2.823 -2.574 4.602
C 2.944 -3.388 3.468
C 2.380 -3.017 2.274
C 1.654 -1.807 2.134
O 1.101 -1.509 1.009
H -0.187 5.033 1.535
H -0.864 4.396 2.961
H 0.793 0.818 4.214
H 2.036 -0.744 5.362
H 3.262 -2.879 5.543
H 3.487 -4.323 3.543
H 2.476 -3.634 1.388
Br 8.473 1.548 1.001
C 6.776 0.921 0.385
C 6.696 -0.334 -0.193
C 5.466 -0.774 -0.659
C 4.341 0.030 -0.553
C 4.446 1.283 0.043
C 5.666 1.735 0.524
C 2.992 -0.451 -1.053
O 2.813 -1.638 -1.294
O 2.108 0.479 -1.198
H 7.577 -0.955 -0.277
H 5.372 -1.753 -1.111
H 3.559 1.897 0.128
H 5.746 2.704 0.999
N -3.008 0.849 2.332
C -2.947 -0.389 1.835
N -1.970 -0.939 1.172
C -2.268 -2.255 0.836
C -1.412 -3.149 0.198
C -1.859 -4.428 -0.088
C -3.149 -4.835 0.241
C -4.004 -3.971 0.905
C -3.548 -2.699 1.206
S -4.379 -1.431 2.059
H -2.141 1.389 2.466
H -3.773 1.066 2.945
H -0.402 -2.846 -0.044
H -1.190 -5.126 -0.574
H -3.489 -5.829 -0.019
H -5.002 -4.280 1.190
C -3.647 4.553 -0.127
Te -2.389 2.876 -0.714
C -4.046 1.658 -1.387
H -4.221 4.348 0.775
H -4.314 4.817 -0.944
H -2.968 5.382 0.065
H -4.375 1.907 -2.393
H -4.879 1.747 -0.691
H -3.677 0.632 -1.371
O -0.809 1.290 -2.718
B -0.921 0.027 -2.069
O -1.441 -0.863 -3.043
C -1.593 -0.179 -4.209
C -2.050 -0.613 -5.436
C -2.059 0.318 -6.472
C -1.628 1.626 -6.282
C -1.194 2.067 -5.034
C -1.191 1.141 -4.014
H -2.369 -1.636 -5.586
H -2.412 0.020 -7.452
H -1.625 2.311 -7.121
H -0.850 3.079 -4.865
```

* net charge: -1
* HOMO level: -5.006 eV
* frontier orbital gap: 0.25630 Eh